i | Density functional theory data (ωB97M-V with the def2-TZVPD basis set) for 2 unconnected molecules or ions with the total composition C3H8O2Si.

Properties
Gap between HOMO and LUMO ... 0.331 Eh
LUMO energy ... 0.18 eV

The geometry in ORCA input format:
```
! wB97M-V def2-TZVPD RIJCOSX def2/J DEFGRID3
* xyz 0 1
Si 1.099 0.616 -0.021
O 0.856 1.924 -0.946
O 1.571 -1.874 -1.073
C -2.171 0.159 1.004
C -1.051 0.338 1.663
C 0.938 -0.650 -1.362
H -0.083 -0.906 -1.443
H 0.622 2.780 -0.544
H 0.935 -2.585 -0.919
H -3.102 0.189 1.561
H 2.494 0.628 0.183
H -2.363 -0.054 0.005
H -1.076 0.502 2.775
H 1.262 -0.131 -2.331
*
```

ii | Density functional theory data (ωB97M-V with the def2-TZVPD basis set) for C3H8O2Si in the gas phase.

Properties
SMILES ... C=C[Si@H](O)CO
Gap between HOMO and LUMO ... 0.388 Eh
LUMO energy ... 0.58 eV

The geometry in ORCA input format:
```
! wB97M-V def2-TZVPD RIJCOSX def2/J DEFGRID3
* xyz 0 1
Si 0.879 0.040 0.715
O 2.100 1.025 0.348
O -0.175 -2.273 -0.251
C -1.318 1.516 -0.736
C -0.908 1.177 0.543
C 0.877 -1.372 -0.435
H 1.814 -1.907 -0.476
H -0.668 1.178 -1.546
H -2.281 1.953 -0.869
H 0.761 -1.027 -1.460
H -0.641 -2.009 0.664
H 2.199 1.989 0.121
H -1.471 1.242 1.424
H 1.099 -0.353 2.115
*
```

iii | Density functional theory data (ωB97M-V with the def2-TZVPD basis set) for C3H8O2Si in the gas phase.

Properties
SMILES ... CC(=O)C[SiH2]O
Gap between HOMO and LUMO ... 0.370 Eh
LUMO energy ... 0.82 eV

The geometry in ORCA input format:
```
! wB97M-V def2-TZVPD RIJCOSX def2/J DEFGRID3
* xyz 0 1
Si 1.793 -0.629 0.124
O 2.374 0.845 -0.032
O -0.226 1.711 -0.072
C -0.035 -0.462 -1.066
C -0.670 0.570 -0.142
C -1.835 0.065 0.769
H 0.362 -0.315 -2.008
H 1.142 -0.658 1.437
H -1.782 0.192 1.917
H 1.784 1.628 0.051
H -2.678 0.715 0.408
H -2.080 -0.926 0.631
H -0.759 -1.274 -1.198
H 2.611 -1.463 -0.818
*
```

Result of the stability comparison: iii is the most stable of them.

i | Density functional theory data (ωB97M-V with the def2-TZVPD basis set) for 14 unconnected molecules or ions with the total composition H27O14.

Properties
Gap between HOMO and LUMO ... 0.343 Eh
LUMO energy ... 2.66 eV

The geometry in ORCA input format:
```
! wB97M-V def2-TZVPD RIJCOSX def2/J DEFGRID3
* xyz -1 1
O -0.502 -1.640 -2.716
O 0.424 0.366 -2.484
O 0.828 1.448 0.977
O 1.109 -1.833 1.270
O 3.173 -0.435 -3.012
O -1.265 -0.153 0.715
O -1.839 -0.794 3.136
O 2.628 -3.054 -2.176
O -0.678 -2.495 -0.362
O -3.298 2.172 2.213
O -1.288 3.005 3.620
O -2.142 3.764 0.363
O 3.329 -2.506 1.178
O -0.136 2.923 -1.591
H 0.281 2.031 -1.534
H 2.846 -3.243 0.867
H -3.316 1.524 2.986
H -1.911 3.352 -0.570
H 3.008 -0.395 -3.841
H -0.298 -2.114 -1.809
H 0.603 -2.483 0.452
H -0.497 -2.321 -3.443
H 0.240 2.196 0.872
H 0.194 0.670 1.115
H -0.323 0.390 -2.984
H -0.601 -0.903 0.589
H 2.321 -2.885 -1.228
H 2.788 0.101 -2.271
H -1.266 4.146 0.463
H 0.318 -0.407 -1.931
H 2.936 -1.790 1.738
H -1.520 -0.129 3.511
H -2.400 1.881 1.839
H -1.815 -0.623 -0.163
H -0.166 2.818 -2.604
H -1.273 -3.134 -0.885
H -1.550 -0.803 2.226
H -0.743 3.249 2.847
H -2.142 2.974 3.334
H 0.745 -2.483 1.830
H 3.199 -2.388 -2.538
*
```

ii | Density functional theory data (ωB97M-V with the def2-TZVPD basis set) for 14 unconnected molecules or ions with the total composition H27O14.

Properties
Gap between HOMO and LUMO ... 0.311 Eh
LUMO energy ... 2.50 eV

The geometry in ORCA input format:
```
! wB97M-V def2-TZVPD RIJCOSX def2/J DEFGRID3
* xyz -1 1
O 3.442 -1.709 -1.006
O 0.948 -0.967 -0.709
O 0.441 3.600 0.834
O 0.207 0.765 -4.299
O 2.606 3.418 2.382
O 3.838 1.807 -1.827
O -1.839 2.977 2.115
O -0.723 -1.996 2.165
O 0.477 -3.243 0.380
O -2.959 -1.331 3.924
O -1.654 -4.955 -0.571
O -3.041 0.004 0.914
O 0.900 1.534 -1.246
O -2.606 -0.062 -2.326
H 1.407 -3.483 0.124
H 3.224 2.391 -1.511
H -2.525 3.377 1.565
H 1.985 3.962 2.750
H 1.581 -1.414 -1.340
H -2.141 0.022 0.741
H -2.766 -1.014 -1.976
H -1.401 2.242 1.620
H 1.279 4.056 1.031
H -1.121 -4.234 -0.530
H 3.925 -0.953 -1.536
H 0.630 2.733 0.818
H 2.425 2.488 2.804
H -0.076 -2.287 1.521
H -3.763 0.013 0.274
H -1.514 -1.877 1.767
H 0.913 0.593 -1.327
H -2.300 0.321 -1.495
H 0.409 1.808 -1.982
H 3.463 1.633 -2.677
H 0.513 -1.891 -0.092
H -2.394 -0.615 3.948
H 2.774 -0.980 -0.598
H -0.659 0.348 -4.336
H -1.992 -5.120 0.287
H 0.807 0.140 -4.000
H -2.719 -2.101 3.419
*
```

Result of the stability comparison: ii is the most stable of them.

i | Density functional theory data (ωB97M-V with the def2-TZVPD basis set) for C3H5N3S2 in the gas phase.

Properties
SMILES ... CSSn1nccn1
Gap between HOMO and LUMO ... 0.363 Eh
LUMO energy ... 0.13 eV

The geometry in ORCA input format:
```
! wB97M-V def2-TZVPD RIJCOSX def2/J DEFGRID3
* xyz 0 1
S -0.935 -1.640 0.644
S -2.076 -0.712 -0.695
N 1.569 -1.364 -0.603
N 0.743 -0.822 0.257
N 1.224 0.234 0.848
C -2.879 0.720 0.078
C 2.396 0.429 0.232
C 2.620 -0.603 -0.694
H -3.291 1.354 -0.780
H -3.685 0.690 0.807
H 3.493 -1.021 -1.039
H 2.976 1.265 0.349
H -2.155 1.472 0.597
*
```

ii | Density functional theory data (ωB97M-V with the def2-TZVPD basis set) for C3H5N3S2 in the gas phase.

Properties
SMILES ... NS/C=C/NN=C=S
Gap between HOMO and LUMO ... 0.296 Eh
LUMO energy ... 0.48 eV

The geometry in ORCA input format:
```
! wB97M-V def2-TZVPD RIJCOSX def2/J DEFGRID3
* xyz 0 1
S -3.863 2.338 2.622
S 1.157 -0.934 -0.499
N -2.038 2.169 0.603
N -0.919 2.513 -0.063
N 0.619 -2.219 0.493
C -0.054 1.504 -0.485
C -2.700 2.352 1.586
C -0.007 0.274 0.024
H 1.393 -2.601 1.025
H 0.652 1.830 -1.233
H -1.080 3.255 -0.738
H 0.203 -2.958 -0.065
H -0.684 -0.094 0.775
*
```

iii | Density functional theory data (ωB97M-V with the def2-TZVPD basis set) for C3H5N3S2 in the gas phase.

Properties
SMILES ... [H]/N=C1/NSC(C)=NS1
Gap between HOMO and LUMO ... 0.324 Eh
LUMO energy ... -0.10 eV

The geometry in ORCA input format:
```
! wB97M-V def2-TZVPD RIJCOSX def2/J DEFGRID3
* xyz 0 1
S 0.321 -1.374 -0.583
S -1.369 1.519 -0.326
N -3.314 -0.523 -0.161
N -1.086 -1.055 0.495
N 0.319 1.330 -0.131
C -2.094 -0.223 0.007
C 2.557 0.379 0.109
C 1.000 0.262 -0.151
H -3.813 0.326 -0.231
H 2.777 -0.235 0.914
H 3.273 0.148 -0.761
H -1.501 -1.997 0.538
H 2.929 1.444 0.280
*
```

Result of the stability comparison: iii is the most stable of them.

i | Density functional theory data (ωB97M-V with the def2-TZVPD basis set) for C3H4N4S in the gas phase.

Properties
SMILES ... c1nc2c([nH]1)NSN2
Gap between HOMO and LUMO ... 0.254 Eh
LUMO energy ... 0.23 eV

The geometry in ORCA input format:
```
! wB97M-V def2-TZVPD RIJCOSX def2/J DEFGRID3
* xyz 0 1
S -2.590 -0.400 -0.222
N 1.247 -0.676 0.339
N -1.611 1.204 -0.168
N -1.166 -1.421 0.258
N 0.856 1.519 -0.091
C 1.795 0.603 0.212
C -0.274 0.851 -0.071
C -0.082 -0.573 0.248
H 2.821 0.883 0.320
H -1.775 1.880 -0.886
H 1.636 -1.617 0.359
H -0.858 -2.254 -0.299
*
```

ii | Density functional theory data (ωB97M-V with the def2-TZVPD basis set) for C3H4N4S in the gas phase.

Properties
SMILES ... S/N=C/n1cnnc1
Gap between HOMO and LUMO ... 0.355 Eh
LUMO energy ... 0.30 eV

The geometry in ORCA input format:
```
! wB97M-V def2-TZVPD RIJCOSX def2/J DEFGRID3
* xyz 0 1
S 2.737 1.878 -0.121
N -2.398 -1.304 0.434
N 1.433 0.778 -0.547
N -0.543 -0.221 0.149
N -1.734 -1.871 -0.634
C -1.657 -0.354 0.890
C -0.638 -1.224 -0.848
C 0.517 0.669 0.344
H 0.152 -1.432 -1.554
H 0.503 1.166 1.319
H -1.934 0.226 1.745
H 3.563 1.688 -1.177
*
```

iii | Density functional theory data (ωB97M-V with the def2-TZVPD basis set) for a molecular structure, C3H4N4S.

Properties
Gap between HOMO and LUMO ... 0.311 Eh
LUMO energy ... -0.97 eV

The geometry in ORCA input format:
```
! wB97M-V def2-TZVPD RIJCOSX def2/J DEFGRID3
* xyz 0 1
S 2.921 -0.707 -0.584
N 1.060 1.132 -0.089
N 0.602 -0.952 0.414
N -0.729 -0.826 0.477
N -3.948 -0.569 -0.643
C 1.549 -0.166 -0.040
C -2.783 -0.328 -0.334
C -1.354 0.113 -0.124
H -0.967 0.939 -1.005
H 0.899 -1.805 0.752
H 0.876 1.563 1.178
H 1.872 1.604 -0.001
*
```

Result of the stability comparison: ii is the most stable of them.

i | Density functional theory data (ωB97M-V with the def2-TZVPD basis set) for 2 unconnected molecules or ions with the total composition C2H9N4O.

Properties
Gap between HOMO and LUMO ... 0.352 Eh
LUMO energy ... -2.89 eV

The geometry in ORCA input format:
```
! wB97M-V def2-TZVPD RIJCOSX def2/J DEFGRID3
* xyz 1 1
O 0.486 1.983 2.104
N -2.343 -0.988 -1.639
N -3.459 -0.976 -1.935
N -0.178 -0.831 -0.112
N 0.784 0.897 1.229
C -0.170 0.372 0.547
C 2.125 0.361 1.440
H 2.674 0.741 0.598
H -3.863 -1.346 -2.839
H 1.278 2.663 2.014
H -4.267 -0.636 -1.278
H 2.213 -0.720 1.514
H -1.062 -0.984 -0.642
H 2.616 0.803 2.300
H -1.067 0.937 0.503
H 0.726 -1.263 -0.227
*
```

ii | Density functional theory data (ωB97M-V with the def2-TZVPD basis set) for 2 unconnected molecules or ions with the total composition C2H9N4O.

Properties
Gap between HOMO and LUMO ... 0.307 Eh
LUMO energy ... -4.96 eV

The geometry in ORCA input format:
```
! wB97M-V def2-TZVPD RIJCOSX def2/J DEFGRID3
* xyz 1 1
O 0.617 -0.981 1.687
N -1.558 -1.337 -0.285
N -2.314 -1.129 -1.300
N 0.852 0.073 0.821
N -0.035 1.369 -0.916
C 2.174 0.630 1.012
C -0.076 0.443 0.012
H 2.366 1.403 0.274
H -0.826 1.490 -1.533
H 2.900 -0.175 0.902
H 0.092 -1.662 1.237
H 0.749 2.000 -1.053
H -1.951 -1.408 -2.205
H 2.261 1.043 2.018
H -3.219 -0.662 -1.266
H -2.031 -1.098 0.594
*
```

Result of the stability comparison: i is the most stable of them.